Computed, not measured: a molecular structure, C22H19AsN4NaO7SSe in a non-equilibrium geometry, with ωB97M-V/def2-TZVPD.

```
56
Properties=species:S:1:pos:R:3:forces:R:3
Na -0.304755 -0.449237 0.070418 -0.444 2.132 0.916
O 1.278323 -2.623932 -3.536364 -0.055 0.003 0.081
As 1.109307 -2.139255 -1.800420 0.447 0.069 -0.889
O 2.636777 -1.604639 -1.483751 -0.296 -0.140 -0.039
O -0.162838 -1.069241 -1.800200 0.268 -0.706 -1.273
C 0.529840 -3.901188 -1.148969 -0.134 -0.054 0.330
C 0.558345 -4.976211 -2.034928 0.008 0.048 0.180
C 0.122273 -6.233077 -1.630595 -0.001 0.002 0.008
C -0.345771 -6.437353 -0.340424 0.019 -0.047 -0.080
C -0.388486 -5.379089 0.553194 0.079 0.077 -0.075
C 0.041455 -4.124604 0.147038 0.016 -0.061 -0.370
S -0.116099 -2.772332 1.278889 0.120 -0.130 0.280
O -0.060338 -3.312147 2.618081 -0.035 -0.085 0.031
O 0.993497 -1.889757 0.912134 0.314 -0.539 0.459
O -1.394670 -2.135770 0.938346 -0.275 -0.383 0.406
H 2.167964 -2.296913 -3.715389 0.080 -0.053 -0.086
H 0.922966 -4.810879 -3.038121 -0.006 -0.022 -0.011
H 0.150867 -7.058571 -2.331956 0.006 -0.002 0.000
H -0.677432 -7.421000 -0.030300 0.001 -0.003 -0.005
H -0.739954 -5.506401 1.568977 0.003 0.009 -0.020
Se 3.001817 6.400661 2.915290 0.092 0.351 0.116
N 2.032985 5.101428 3.660836 0.059 -0.041 -0.055
C 1.782281 4.237565 2.719630 -0.142 -0.248 -0.080
C 1.010953 3.009880 2.933189 0.109 0.224 -0.039
C 0.499836 2.651417 4.178269 0.047 0.093 0.105
C -0.205151 1.477389 4.298961 -0.045 -0.034 0.056
C -0.399476 0.697671 3.159147 0.028 0.044 -0.192
N 0.066214 1.038299 1.966536 0.078 -0.013 0.327
C 0.779196 2.163334 1.850950 -0.067 -0.187 -0.283
C 1.345050 2.465527 0.506676 -0.203 -0.248 0.037
N 1.124127 1.563797 -0.453832 0.068 0.055 0.084
C 1.642663 1.762644 -1.654708 -0.021 -0.075 0.162
C 2.382765 2.902646 -1.972153 0.019 0.001 -0.061
C 2.601310 3.842583 -0.991910 0.083 0.101 -0.033
C 2.086415 3.624327 0.284073 0.030 0.157 0.196
C 2.310263 4.548034 1.398931 -0.116 -0.223 -0.133
N 2.979699 5.660053 1.292300 0.009 -0.076 0.056
H 0.677891 3.299606 5.027079 -0.008 -0.011 -0.006
H -0.602860 1.155536 5.252443 0.010 0.004 -0.030
H -0.946860 -0.240682 3.209327 0.048 0.054 -0.030
H 1.465212 0.969569 -2.374728 -0.019 0.032 0.032
H 2.780188 3.030867 -2.970441 0.000 -0.012 0.028
H 3.174607 4.741535 -1.181228 -0.004 -0.017 -0.008
C -3.438928 -0.135755 -1.604786 0.073 0.024 -0.004
C -3.186297 1.169746 -2.359587 0.003 -0.039 -0.008
C -1.964270 1.696136 -1.620715 -0.043 -0.140 0.078
O -2.113537 1.270708 -0.250071 -0.176 -0.138 -0.180
C -3.181930 0.301771 -0.171070 0.023 0.058 -0.089
H -2.692239 -0.879018 -1.896989 -0.045 0.009 0.015
H -4.440223 -0.544684 -1.743675 0.008 0.017 -0.011
H -4.035280 1.850253 -2.246257 -0.003 0.005 -0.016
H -2.987181 1.026542 -3.422251 -0.013 -0.006 0.027
H -1.868690 2.782636 -1.636347 -0.017 0.047 0.025
H -1.060959 1.241769 -2.033080 0.010 0.004 0.031
H -4.068716 0.777465 0.262295 -0.015 0.086 0.013
H -2.872144 -0.519658 0.472238 0.025 0.029 0.025
```
Positions in Å, forces in eV/Å.

Properties
ΔE to the lowest compared entry with this formula, charge and spin (eV): 0.000
Total charge: -1
Orbital gap (Ha): 0.2631
Energy (eV): -184856.128
Spin multiplicity: 1